# 1
Entry from the Open Molecules 2025 dataset: a structure of composition C44H62Br2CaN2O5P3S3 in a non-equilibrium geometry (wB97M-V/def2-TZVPD).

The geometry in XYZ format:
```
122
C44H62Br2CaN2O5P3S3, DFT wB97M-V/def2-TZVPD
O -0.22 2.32 -5.29
H 0.62 4.29 -7.82
P -0.67 2.06 -3.77
C 2.25 -2.18 -2.56
S 3.42 1.53 0.47
H 1.46 1.06 4.63
C 3.44 -1.88 -5.07
C -1.73 -5.63 -0.81
P 0.14 2.30 2.79
C -3.26 1.45 0.00
H -0.48 4.46 -5.60
H -1.15 4.12 0.05
C -0.24 -4.41 -2.29
H 3.74 -3.24 -0.40
H 2.69 -0.03 -2.44
H 4.47 -0.27 -4.06
C 2.62 3.30 3.76
Br -7.37 1.63 0.40
C -4.49 1.85 0.28
C -1.94 3.21 6.25
H -0.19 -6.40 -2.75
H 0.02 3.56 5.53
H -2.09 -5.35 -3.01
O 4.31 1.31 1.64
H 1.17 -2.71 -3.32
C 3.00 5.67 3.97
H 3.54 -4.23 -2.52
C 3.37 -0.61 -4.33
H 1.08 3.90 -5.33
H -2.62 1.61 2.77
P 1.19 -2.28 -1.17
C 3.84 -3.09 -4.39
H 4.39 -2.81 -2.44
H -0.55 3.29 -7.75
C 0.69 -4.19 -1.09
C 1.55 -1.76 1.49
H -6.35 -0.86 -0.46
O -1.74 -0.48 0.09
C -3.43 3.98 0.69
H 3.13 0.47 -5.24
H 3.67 -0.81 2.50
C -4.52 3.27 0.60
H 3.82 6.48 4.24
H 1.76 -3.36 2.83
H -3.41 5.15 1.07
H 1.47 -4.82 -1.03
H 0.87 -4.25 0.85
C -4.46 2.82 -3.48
H -5.28 2.76 -2.82
C 1.37 3.57 3.32
C -3.04 2.78 -2.82
C 4.37 -2.71 1.79
C 0.87 0.84 3.56
O -2.32 -0.83 2.69
C 3.54 -1.90 2.71
H -2.00 -6.82 -0.85
N -2.05 2.11 0.00
H 2.90 -3.92 0.88
C 3.38 -3.11 0.60
H -4.69 3.98 -4.06
Br -3.59 -2.76 -0.32
H 3.23 -4.11 -4.61
H 0.58 -0.95 1.12
C 2.46 -0.78 -3.05
S -1.02 0.20 -3.42
Ca 0.02 0.66 -0.61
H 1.56 0.46 2.94
C -3.21 2.88 5.85
C -2.44 2.14 3.69
C -2.95 -0.02 -0.03
H 3.86 -1.90 3.91
C 3.46 4.32 4.10
H 1.50 -2.04 3.41
H -2.59 -5.00 -1.48
H 1.23 -0.11 -3.39
H -0.99 -3.44 -1.99
C -4.09 -0.87 -0.21
C -5.61 1.01 -0.02
N 1.92 1.65 0.42
H -2.93 1.73 -2.40
H 0.07 -0.02 3.93
H 4.34 4.21 4.45
H -1.67 -0.23 2.42
H 5.36 -2.30 1.43
S 0.60 2.95 -2.66
H 2.40 -2.13 -5.65
C -5.43 -0.34 -0.26
H 2.95 2.26 3.72
H 4.15 -1.40 -6.02
H 1.32 7.02 3.57
C 2.31 -1.99 0.28
H -2.91 3.73 -2.12
H 4.85 -3.34 -4.46
H -5.78 3.60 1.03
H -4.72 2.17 -4.11
C 0.91 4.93 3.17
C -0.80 -5.41 0.39
H 0.46 -4.37 -3.21
C 0.00 -4.28 0.40
H -1.67 3.39 7.32
H -0.60 -6.41 0.77
C 3.57 -3.09 -2.90
O -2.05 2.85 -3.86
H -1.80 -5.38 1.03
H -2.62 -1.59 2.21
C 0.13 3.60 -5.85
C -0.88 3.06 5.35
C -1.19 -5.77 -2.28
H 4.64 -3.63 2.13
C 0.36 3.48 -7.37
H -1.72 -9.24 9.11
H -4.45 2.33 4.23
H 3.04 -1.06 -0.27
H -1.35 -9.57 9.49
C -1.12 2.47 4.07
C 1.65 6.00 3.59
H -0.13 5.11 2.91
C -3.49 2.32 4.60
C -2.17 3.46 0.26
C 2.14 -2.34 2.66
H 1.01 2.64 -7.51
H -4.02 3.04 6.62
```

Frontier orbital gap (alpha / beta) in eV: 3.82 / 3.68
Multiplicity: 2
Energy relative to the best compared isomer or geometry (same formula, charge and spin) in kJ/mol: 2680.2
Calculated total energy in eV: -278727.9757
Net charge: -2

***

# 2
Entry from the Open Molecules 2025 dataset: a cluster of 7 separate species, C44H63B4N7O5 in total in a non-equilibrium geometry (wB97M-V/def2-TZVPD).

The geometry in XYZ format:
```
123
C44H63B4N7O5, DFT wB97M-V/def2-TZVPD
H 3.12 -3.86 0.64
C 3.46 6.77 0.87
H -2.34 3.38 4.12
C 1.88 5.28 -0.12
H -4.44 2.36 -2.87
C -2.91 1.38 3.01
H 3.22 -0.85 2.01
B 3.79 0.82 -4.07
N -4.59 -6.03 3.07
H -2.01 -8.39 0.97
H -0.87 -0.61 -6.88
H -3.31 -0.84 3.59
N 2.50 1.62 -4.01
H 2.23 3.16 -2.49
H -1.04 1.99 4.22
C -0.36 3.20 8.49
H -1.76 -0.12 4.40
C -6.92 -6.27 3.62
C 1.79 1.62 -5.36
H 3.13 -1.12 0.13
C 1.30 2.72 6.38
H -2.60 1.31 -4.20
C -1.89 2.57 -0.67
C 1.15 -2.69 0.94
H -3.95 3.18 -0.56
C 0.88 3.83 8.45
H -6.25 -3.13 2.52
H 5.28 7.00 -0.27
C -1.17 1.57 -2.61
H -0.08 -6.93 0.34
B 5.24 -2.37 -3.67
C -7.16 -4.95 3.26
H -3.92 1.61 3.58
H 2.70 4.07 7.31
C 2.80 3.01 -3.52
N -0.88 2.01 -1.37
H 2.75 -3.31 2.50
H 4.65 0.43 -5.93
H 5.59 -3.42 -0.43
O 4.78 1.10 -5.17
C 2.22 6.14 0.92
C -3.44 2.26 -2.45
H 1.53 6.30 1.74
H -0.76 0.12 1.81
H -3.14 1.51 1.85
C -1.09 -6.69 0.02
C -2.16 -7.50 0.37
H 0.93 4.76 -0.13
C -1.08 4.52 2.30
H -1.92 -1.08 -9.09
C -3.43 -7.13 -0.06
H -4.29 -7.74 0.20
C -4.84 -4.75 2.73
H 2.34 2.37 -6.10
H 4.51 5.44 -2.05
O 6.35 -1.88 -2.79
C 1.73 3.59 7.37
H -1.04 4.99 3.37
H -8.16 -4.53 3.33
H 0.85 -3.19 -0.09
B 4.16 -0.40 -3.02
C -0.69 2.34 7.45
C -1.15 2.20 -9.45
H 2.43 3.84 -4.27
C 5.88 -2.31 -0.18
H -1.65 1.82 7.45
O -1.11 3.05 2.29
H 3.97 3.16 -3.32
H -0.17 3.33 -7.89
C -2.42 1.68 -3.19
H -1.21 3.03 -10.14
N 0.11 2.09 6.40
H -7.73 -6.90 3.98
H -0.34 1.12 -3.15
C 3.55 -1.58 1.12
H 1.80 0.54 -5.82
H -2.52 -4.34 -1.73
C -0.58 2.37 -8.20
H -3.99 -4.18 2.38
C -2.45 -5.24 -1.13
H 1.93 2.50 5.52
H -1.63 2.92 0.33
N 2.69 5.03 -1.17
B 5.65 -1.42 -1.54
C -2.40 -0.13 3.39
N -0.47 1.38 -7.28
H -0.15 4.89 1.69
C -1.64 0.95 -9.78
H 1.18 4.51 9.24
H -4.56 -5.67 -1.18
H 7.05 -2.32 0.02
H -5.40 -7.79 3.78
H -1.01 -2.23 3.98
O 3.86 -1.80 -3.46
H 0.66 1.97 -5.30
C -3.58 -5.98 -0.83
C -0.39 -1.82 3.06
C -3.17 2.72 -1.16
C -5.63 -6.76 3.51
H 0.48 -4.01 2.81
C -1.37 -0.78 2.25
C 0.09 -3.12 2.16
H 5.45 -3.14 -4.53
H -0.88 -3.52 1.58
C -6.10 -4.17 2.81
C 5.18 -1.71 1.18
H 0.55 -1.20 3.43
H -2.07 4.92 1.78
H 3.76 7.45 1.67
C -1.55 -0.09 -8.86
C -0.96 0.17 -7.63
C -1.82 2.53 3.51
C 3.88 5.66 -1.19
H -2.01 -1.30 1.41
C 2.73 -2.99 1.36
H 5.64 -0.69 1.56
C 4.31 6.53 -0.20
H -2.10 0.78 -10.75
N -1.21 -5.57 -0.72
H 1.05 -1.52 0.85
H 5.43 -2.49 2.05
O 4.79 -0.22 -1.68
H -1.04 3.37 9.31
```

Frontier orbital gap in eV: 8.58
Multiplicity: 1
SMILES string: COCCCCCCCCCCCB1OBOB(B(O)N(C)C)O1.c1ccncc1.c1ccncc1.c1ccncc1.c1ccncc1.c1ccncc1.c1ccncc1
Calculated total energy in eV: -70021.3241

***

# 3
Entry from the Open Molecules 2025 dataset: a cluster of 14 separate species, C44H63Cl39N4O4P in total in a non-equilibrium geometry (wB97M-V/def2-TZVPD).

The geometry in XYZ format:
```
155
C44H63Cl39N4O4P, DFT wB97M-V/def2-TZVPD
C -0.01 0.36 -2.17
Cl -9.84 5.36 -2.01
H -3.52 3.00 5.64
C -0.58 2.66 3.44
Cl 6.67 0.22 -3.44
C -8.20 2.62 -3.73
O 0.52 -3.93 -0.41
C 8.95 2.28 -1.23
H -7.47 3.40 -3.94
H -1.26 -4.62 -5.04
Cl 2.36 1.80 1.81
C -6.42 -1.84 -0.96
H -2.42 0.72 8.25
Cl 5.83 -3.55 -0.07
Cl 9.27 6.16 2.76
H -5.19 -3.50 -0.14
Cl -3.40 -1.51 -12.76
H 1.03 3.48 -0.16
C -2.33 -3.85 -1.04
H -2.08 -5.19 -2.58
C -5.00 -3.45 -2.38
H 8.65 -3.24 8.67
Cl 10.01 -1.84 2.25
H -7.59 -0.20 -2.04
C 10.32 4.76 3.02
H -6.75 -1.10 -4.43
H -3.12 -1.30 -3.37
Cl -11.23 7.08 -3.90
C -2.12 -1.81 -3.18
Cl 1.00 1.16 -6.65
Cl 4.28 -1.30 0.94
H 1.92 -0.63 -7.86
Cl 9.89 -1.26 8.40
Cl -6.35 -6.38 -1.16
C -6.90 -1.08 -2.13
C 0.09 3.73 -0.71
Cl 8.93 2.91 -2.87
H -3.72 -0.43 5.18
H 0.58 -3.30 0.34
H -3.22 -4.18 -0.44
H -0.52 4.18 7.42
H -3.05 -3.43 -4.30
C 1.03 -0.51 -7.25
H -7.65 -8.21 -0.47
Cl 9.06 0.89 2.51
Cl -5.87 -8.20 1.05
H 4.06 -3.58 1.47
C -3.03 2.09 6.10
Cl 3.19 4.05 3.45
Cl 1.11 -1.65 -5.91
C -1.19 3.77 1.21
Cl 4.37 1.34 -2.08
C -0.61 2.43 -1.28
Cl 3.60 1.34 4.40
H 4.53 2.37 2.51
H -2.21 4.19 8.80
H -3.28 -0.15 3.38
Cl -8.13 2.24 -2.01
C -1.17 0.35 5.29
P -0.91 -4.76 -0.21
H -3.87 1.52 6.59
C -6.43 -1.57 -3.45
H -3.10 -1.84 -0.38
C -2.14 -2.31 -0.76
O -0.86 4.50 0.06
H 0.27 -1.28 -0.76
Cl 9.88 3.34 -0.16
N -2.57 -4.28 -2.44
Cl -1.48 0.58 -12.13
C 0.28 -4.26 -3.56
H -0.24 0.88 5.60
C -0.92 -3.75 -4.39
C -1.66 1.55 8.31
N -0.77 -6.24 -0.70
H -6.76 -1.50 0.05
H 0.18 2.44 4.21
H 2.09 -4.21 -3.18
C -2.56 3.27 1.41
C -2.22 -3.35 -3.55
O -1.25 -4.80 1.44
Cl 12.02 5.24 2.99
H -3.99 2.18 2.64
C -2.88 3.74 8.01
C 12.20 3.05 -4.71
Cl 9.61 0.64 -1.20
C -0.78 3.41 6.64
H 0.39 4.39 -1.56
H -0.60 -5.45 1.78
H -5.16 -3.06 -4.54
H -4.32 -5.46 -1.82
C -5.52 -2.69 -3.55
Cl -9.79 3.22 -4.19
C 5.29 1.31 -3.58
C -10.66 6.91 -2.23
Cl 12.01 3.58 -6.39
Cl 9.41 -0.76 4.88
H -0.94 0.62 -2.75
C -2.92 2.49 2.61
C -2.04 2.64 7.20
Cl -5.90 -9.20 -1.67
C -6.58 -8.02 -0.55
H 0.46 -1.74 -2.49
H -0.90 -0.22 4.35
H 10.15 4.05 2.22
H -1.07 3.99 5.73
C -0.18 -1.18 -1.77
H 0.26 -5.08 -2.80
H -9.95 7.71 -2.03
Cl -0.39 -0.82 -8.26
H 0.84 0.46 -2.90
H -3.32 3.47 0.62
C 3.55 2.39 2.98
C -1.95 2.15 3.67
H -0.75 2.63 -2.39
H -0.92 -6.91 0.05
H 4.65 0.94 -4.37
H -2.66 -0.80 -10.65
H -1.65 2.29 -0.88
Cl -7.78 1.19 -4.66
H -1.62 1.98 9.33
Cl 5.89 -2.90 2.76
N 1.42 -3.73 -3.81
Cl 10.74 -3.76 9.60
Cl -4.24 0.83 -11.25
H 7.93 2.24 -0.86
Cl 9.93 3.96 4.55
Cl 9.99 -3.68 6.79
Cl 13.27 4.15 -3.83
H -1.50 -0.44 6.03
C -3.53 0.31 4.36
C 8.97 -0.75 3.17
H 0.83 3.84 2.18
N -1.64 -1.47 -1.84
Cl -12.00 7.07 -1.10
C -4.05 -4.65 -2.56
C 9.68 -3.02 8.40
H 7.95 -1.10 3.08
O 0.07 1.20 -1.03
Cl 5.83 2.94 -4.02
C -0.21 3.46 2.26
Cl 12.82 1.40 -4.65
H -4.46 0.95 4.30
H -0.65 -2.96 -5.13
C -2.91 -0.29 -11.57
C -2.38 1.29 4.90
H -0.67 1.08 8.05
H -1.43 -2.22 0.11
C -5.52 -2.99 -1.07
H 0.13 2.78 6.52
H 11.23 3.07 -4.24
H -4.27 -5.10 -3.57
H -1.42 -1.34 -3.92
H -3.73 3.21 8.53
H -3.30 4.54 7.34
C 4.90 -2.92 1.30
```

Frontier orbital gap in eV: 7.42
Multiplicity: 1
Calculated total energy in eV: -558451.6864
Net charge: +1